#A
{"formula": "C3H8N5", "method": "ωB97M-V/def2-TZVPD", "total_charge": 1, "lumo_energy_ev": -4.06, "smiles": "C=C/N=N\\N=C(\\N)[NH3+]", "molar_mass_g_mol": 114.13, "elements": ["C", "C", "N", "N", "N", "C", "N", "N", "H", "H", "H", "H", "H", "H", "H", "H"], "xyz": [[1.3985, 1.6985, 2.3631], [0.3344, 2.4639, 2.0580], [-0.2627, 2.5057, 0.7492], [-0.5481, 1.7063, -0.1173], [-0.6270, 0.3604, 0.0707], [-0.7138, -0.5966, -0.6771], [-1.6316, -1.4615, -0.9433], [0.4210, -0.9285, -1.9784], [1.6270, 0.9860, 1.6864], [2.1547, 1.9002, 3.0675], [-0.0207, 3.4249, 2.4751], [-1.3385, -2.3975, -1.1917], [-2.5336, -1.2944, -0.5936], [-0.1655, -1.0123, -2.7654], [0.8210, -1.8261, -1.8258], [1.1037, -0.2640, -1.9434]]}


#B
{"formula": "C3H8N5", "method": "ωB97M-V/def2-TZVPD", "total_charge": 1, "lumo_energy_ev": [-6.28, -6.02], "molar_mass_g_mol": 114.13, "elements": ["C", "C", "C", "N", "N", "N", "N", "N", "H", "H", "H", "H", "H", "H", "H", "H"], "xyz": [[1.3922, -0.6434, -0.3353], [0.8412, -0.1538, 1.8960], [-0.6274, -0.0025, 1.4222], [1.6488, -0.7691, 0.9014], [-1.3005, 0.0675, -2.8270], [-0.2894, -0.3986, -2.3563], [0.3450, 0.0964, -0.6940], [-0.4110, 0.7521, 0.1447], [2.0251, -1.0934, -1.0049], [1.4430, 0.6934, 2.1359], [0.8522, -0.6597, 2.9884], [-0.9462, -0.9528, 1.3234], [-1.1246, 0.6893, 2.2224], [-1.3289, 0.3950, -3.7449], [-2.3010, 0.2514, -2.3585], [-0.2185, 1.7280, 0.2866]]}


Most stable: #A


#A
{"formula": "C6H14N3S", "method": "ωB97M-V/def2-TZVPD", "total_charge": 1, "lumo_energy_ev": -3.73, "smiles": "[H]/N=N/[C@H]1SC[C@@H](C)[N@@H+]1CC", "molar_mass_g_mol": 160.27, "elements": ["H", "N", "N", "C", "S", "C", "C", "C", "N", "C", "C", "H", "H", "H", "H", "H", "H", "H", "H", "H", "H", "H", "H", "H"], "xyz": [[3.5659, -0.8839, -2.0596], [3.3159, -0.7544, -1.0599], [2.0906, -0.9179, -0.9157], [1.3477, -0.6388, 0.2274], [1.9851, 0.7025, 1.2654], [0.9444, 1.8486, 0.2351], [-0.4167, 1.1090, -0.0076], [-1.3434, 1.5744, -1.2018], [-0.0707, -0.3739, -0.2677], [-1.1415, -1.3177, 0.2480], [-1.3408, -1.3727, 1.6871], [1.1737, -1.5393, 0.7690], [1.5035, 1.9664, -0.7205], [0.8918, 2.7547, 0.8403], [-0.8813, 1.1646, 0.9604], [-0.7263, 1.9828, -1.9648], [-2.0990, 2.2337, -0.8382], [-1.7156, 0.5907, -1.5299], [-0.0482, -0.6255, -1.3077], [-2.0766, -0.9795, -0.2498], [-0.9257, -2.3425, -0.2680], [-2.1678, -0.7759, 1.8661], [-1.5002, -2.3258, 2.0705], [-0.3646, -1.0795, 2.2221]]}


#B
{"formula": "C6H14N3S", "method": "ωB97M-V/def2-TZVPD", "total_charge": 1, "lumo_energy_ev": -3.47, "smiles": "C/N=C1\\SC(C)(C)[NH2+]N1C", "molar_mass_g_mol": 160.27, "elements": ["C", "N", "C", "S", "C", "C", "C", "N", "N", "C", "H", "H", "H", "H", "H", "H", "H", "H", "H", "H", "H", "H", "H", "H"], "xyz": [[3.2362, 1.2388, 0.3797], [2.3898, 0.0633, 0.1630], [1.1929, 0.1436, -0.2412], [0.0176, 1.5950, -0.5948], [-1.4088, 0.4789, -0.0576], [-1.4038, 0.5174, 1.4534], [-2.7481, 0.9115, -0.5820], [-0.9299, -0.8524, -0.6571], [0.5222, -0.9445, -0.5988], [1.1376, -2.2225, -0.5457], [3.6213, 1.7308, -0.5497], [4.1356, 1.1022, 1.1557], [2.6435, 2.0522, 0.9015], [-0.4328, 0.3829, 1.9438], [-1.9847, -0.2303, 1.8875], [-1.6359, 1.4985, 2.0132], [-2.8172, 1.0127, -1.6681], [-3.2484, 1.7796, -0.0103], [-3.6026, 0.0686, -0.5263], [-1.2983, -1.7629, -0.3161], [-1.2999, -0.8283, -1.6998], [0.9292, -2.9004, 0.2211], [0.7539, -2.7698, -1.4552], [2.2309, -2.0648, -0.6159]]}


Most stable: #A